No. 1
ORCA calculation (ωB97M-V/def2-TZVPD) on C12H26NO4P2V as an isolated structure in a non-equilibrium geometry.

Values from the calculation:
E = -66807.7722 eV
E_HOMO (alpha / beta) = -7.17 / -7.18 eV
Relative energy (zero: lowest compared OMol25 entry of this formula, charge and spin) = 69.7 kcal per mole
2S+1 = 3
LUMO energy (alpha / beta) = -0.785 / -0.388 eV

Geometry as XYZ:
```
46
Properties=species:S:1:pos:R:3:lowdin_spin:R:1
C -0.776 0.935 -3.352 -0.0006
C -0.950 0.555 -1.981 0.0048
N 0.087 0.872 -1.080 -0.0046
C 0.910 1.892 -1.397 0.0007
C 0.885 2.485 -2.662 -0.0010
C 0.092 1.952 -3.674 0.0003
C -2.154 -0.017 -1.488 0.0197
P -2.141 -0.669 0.233 0.0252
V 0.021 0.014 0.849 1.8878
P 1.952 1.277 1.108 0.0305
C 1.710 2.466 -0.250 0.0037
O -0.530 -3.575 -2.772 0.0001
O 0.710 -4.608 0.606 0.0009
H -1.409 0.436 -4.094 0.0000
H 1.446 3.393 -2.820 0.0000
H 0.067 2.406 -4.666 0.0000
C -3.633 0.328 0.496 0.0014
C -2.683 -2.395 0.574 0.0078
H 2.706 2.805 -0.532 0.0002
H 1.181 3.316 0.195 0.0000
H -1.122 -2.859 -3.044 -0.0001
H -2.755 -0.561 -2.229 0.0005
C 2.270 2.203 2.603 0.0038
C 3.525 0.535 0.656 0.0066
H 0.998 -1.273 0.391 0.0239
H -0.031 -4.184 1.171 0.0000
H 0.443 -4.508 -0.322 0.0000
H 0.141 -3.471 -3.437 0.0000
H -0.819 1.107 1.552 -0.0331
H 1.654 -1.075 -0.017 0.0037
H -4.353 -0.160 -0.180 -0.0004
H -3.942 0.397 1.542 -0.0002
H -3.362 1.303 0.069 -0.0001
H -3.520 -2.619 -0.100 0.0004
H -1.880 -3.131 0.390 0.0004
H -2.998 -2.510 1.630 -0.0001
H 4.273 1.334 0.614 0.0006
H 3.812 -0.218 1.396 0.0000
H 3.438 0.053 -0.322 0.0000
H 3.183 2.788 2.465 0.0000
H 1.423 2.861 2.812 -0.0003
H 2.383 1.517 3.448 -0.0001
O -0.025 -0.698 5.109 0.0031
C -0.059 -0.358 3.931 0.0008
O 0.005 -1.080 2.856 0.0152
H -0.174 0.740 3.720 -0.0013
```

No. 2
ORCA calculation (ωB97M-V/def2-TZVPD) on C18H19CrN9SSe as an isolated structure in a non-equilibrium geometry.

Values from the calculation:
E = -136976.5042 eV
Charge = +2
E_HOMO (alpha / beta) = -13.30 / -13.57 eV
Relative energy (zero: lowest compared OMol25 entry of this formula, charge and spin) = 33.1 kcal per mole
2S+1 = 5
LUMO energy (alpha / beta) = -6.255 / -6.508 eV

Geometry as XYZ:
```
49
Properties=species:S:1:pos:R:3:lowdin_spin:R:1
Cr -0.840 -0.997 0.333 3.7023
N -4.030 -2.803 2.391 0.0077
C -3.685 -1.655 1.786 0.0158
N -2.459 -1.782 1.302 0.0200
C -2.089 -3.054 1.656 0.0154
N -3.040 -3.682 2.312 0.0061
C -0.751 -3.495 1.369 0.0321
C -0.331 -4.828 1.384 -0.0038
N 0.931 -5.147 1.197 0.0241
C 1.801 -4.165 1.004 -0.0045
C 1.396 -2.843 0.889 0.0321
N 0.111 -2.496 1.052 0.0155
H -4.869 -3.046 2.902 0.0001
H -4.311 -0.788 1.706 0.0006
H -1.035 -5.633 1.545 -0.0005
H 2.840 -4.455 0.945 -0.0006
H 2.098 -2.045 0.679 0.0025
C -3.439 1.892 -1.106 0.0022
N -4.148 0.643 -1.178 0.0042
C -5.493 0.441 -1.012 0.0006
C -5.741 -0.879 -1.208 0.0017
N -4.537 -1.478 -1.472 0.0021
C -3.563 -0.541 -1.448 0.0125
S -1.910 -0.757 -1.781 0.0309
H -4.141 2.699 -0.908 0.0000
H -2.923 2.088 -2.050 0.0004
H -2.687 1.855 -0.305 0.0014
H -6.163 1.245 -0.786 0.0001
H -6.665 -1.419 -1.198 0.0001
H -4.404 -2.441 -1.746 0.0000
C 2.262 1.627 -2.234 0.0011
N 2.775 1.947 -0.930 0.0028
C 2.192 1.687 0.246 0.0207
Se 0.472 1.029 0.626 0.0503
N 2.974 2.146 1.239 0.0015
C 4.096 2.733 0.707 0.0003
C 5.177 3.371 1.296 0.0000
C 6.150 3.848 0.442 0.0000
C 6.032 3.724 -0.946 -0.0002
C 4.944 3.112 -1.538 0.0003
C 3.973 2.600 -0.688 0.0004
H 1.327 1.077 -2.140 0.0012
H 2.983 1.019 -2.780 -0.0001
H 2.076 2.541 -2.797 0.0000
H 2.735 2.101 2.219 0.0005
H 5.234 3.497 2.363 0.0000
H 7.018 4.334 0.852 0.0000
H 6.806 4.125 -1.581 0.0000
H 4.852 3.049 -2.610 0.0000
```

No. 3
ORCA calculation (ωB97M-V/def2-TZVPD) on a single C3H3ClO2 molecule.

Values from the calculation:
E = -19776.0051 eV
E_HOMO = -9.46 eV
Relative energy (zero: lowest compared OMol25 entry of this formula, charge and spin) = 15.8 kcal per mole
LUMO energy = 0.205 eV
SMILES = O=C/C(Cl)=C/O

Geometry as XYZ:
```
9
Properties=species:S:1:pos:R:3:nbo_charge:R:1
O 1.879 1.946 0.000 -0.5065
C 0.803 1.413 -0.001 0.3858
C 0.557 -0.024 0.000 -0.2578
Cl 1.936 -1.063 0.000 0.0307
C -0.689 -0.534 0.000 0.1994
O -0.936 -1.849 0.000 -0.6380
H -0.137 2.002 0.001 0.1072
H -1.533 0.147 0.000 0.1841
H -1.881 -2.039 0.000 0.4950
```

No. 4
ORCA calculation (ωB97M-V/def2-TZVPD) on C36H36Cl3N8O4V as an isolated structure in a non-equilibrium geometry.

Values from the calculation:
E = -121271.6660 eV
Charge = +1
E_HOMO (alpha / beta) = -11.48 / -11.48 eV
2S+1 = 2
LUMO energy (alpha / beta) = -4.724 / -4.354 eV

Geometry as XYZ:
```
88
Properties=species:S:1:pos:R:3:lowdin_spin:R:1
O 0.139 4.297 0.393 -0.1741
V -0.668 2.987 0.285 1.1593
N -1.601 -0.298 0.113 0.0002
O -1.501 -1.027 -0.860 -0.0001
O -1.715 -0.753 1.226 0.0000
O -1.461 0.917 0.003 0.0011
N 3.758 -1.932 -3.341 0.0000
C 3.034 -1.439 -2.297 0.0000
C 1.666 -1.180 -2.359 0.0000
C 0.982 -1.428 -3.548 0.0000
C 1.666 -1.898 -4.613 0.0000
C 3.025 -2.100 -4.493 0.0000
H 3.522 -1.289 -1.345 0.0000
H 1.213 -0.691 -1.510 0.0000
H -0.069 -1.192 -3.628 0.0000
H 1.169 -2.149 -5.539 0.0000
H 3.573 -2.558 -5.302 0.0000
N -2.982 -0.803 -5.065 0.0000
C -3.111 -0.671 -3.725 0.0000
C -3.784 0.383 -3.199 0.0000
C -4.324 1.342 -4.037 0.0000
C -4.106 1.316 -5.426 0.0000
C -3.404 0.218 -5.903 0.0000
H -2.675 -1.410 -3.069 0.0000
H -3.962 0.430 -2.135 0.0000
H -4.750 2.249 -3.635 0.0000
H -4.542 2.025 -6.114 0.0000
H -3.206 0.122 -6.960 0.0000
N 2.088 -0.303 6.373 0.0000
C 0.826 0.212 6.100 0.0000
C 0.016 -0.324 5.065 0.0000
C 0.551 -1.358 4.251 0.0000
C 1.869 -1.810 4.481 0.0000
C 2.531 -1.304 5.592 0.0000
H 0.467 0.950 6.802 0.0000
H -0.990 0.059 4.971 0.0000
H -0.029 -1.761 3.434 0.0000
H 2.320 -2.524 3.808 0.0000
H 3.554 -1.587 5.793 0.0000
N 1.778 -3.147 0.970 0.0000
C 2.834 -3.807 0.511 0.0000
C 2.749 -4.823 -0.442 0.0000
C 1.528 -5.136 -0.954 0.0000
C 0.409 -4.492 -0.521 0.0000
C 0.500 -3.511 0.461 0.0000
H 3.764 -3.509 0.973 0.0000
H 3.592 -5.422 -0.751 0.0000
H 1.441 -5.974 -1.630 0.0000
H -0.572 -4.710 -0.916 0.0000
H -0.365 -2.993 0.847 0.0000
N 1.306 1.893 0.505 -0.0102
C 2.444 2.285 -0.165 0.0024
C 3.702 1.775 0.027 -0.0010
C 3.849 0.538 0.709 0.0038
C 2.736 -0.025 1.288 -0.0008
C 1.530 0.687 1.164 0.0028
H 2.348 3.136 -0.824 0.0000
H 4.579 2.133 -0.491 -0.0001
H 4.818 0.091 0.874 0.0002
H 2.812 -0.992 1.762 -0.0001
H 0.642 0.330 1.667 0.0001
N -0.518 3.029 -2.012 -0.0027
C -0.607 1.998 -2.911 0.0027
C -0.674 2.151 -4.323 -0.0010
C -0.777 3.422 -4.851 0.0038
C -0.734 4.506 -4.007 -0.0007
C -0.613 4.284 -2.614 0.0046
H -0.658 0.995 -2.514 0.0000
H -0.665 1.261 -4.935 -0.0001
H -0.793 3.527 -5.925 0.0002
H -0.778 5.448 -4.534 -0.0001
H -0.618 5.184 -2.016 0.0002
N -0.975 2.729 2.462 -0.0023
C -0.084 3.023 3.439 0.0037
C -0.319 3.108 4.791 -0.0004
C -1.574 2.727 5.202 0.0051
C -2.512 2.235 4.260 -0.0012
C -2.137 2.214 2.936 0.0043
H 0.857 3.398 3.064 0.0000
H 0.458 3.405 5.480 -0.0001
H -1.847 2.855 6.239 0.0002
H -3.520 1.998 4.568 -0.0002
H -2.851 1.902 2.188 0.0003
C -3.016 -2.654 3.987 0.0000
Cl -4.420 -1.600 3.969 0.0000
Cl -3.336 -4.231 3.375 0.0000
Cl -2.540 -2.793 5.671 0.0000
H -2.268 -2.167 3.362 0.0000
```

No. 5
ORCA calculation (ωB97M-V/def2-TZVPD) on a 2-piece molecular cluster, C3H10OS overall.

Values from the calculation:
E = -16155.3368 eV
E_HOMO = -8.94 eV
Relative energy (zero: lowest compared OMol25 entry of this formula, charge and spin) = 12.2 kcal per mole
LUMO energy = 0.854 eV
SMILES = CSC.CO

Geometry as XYZ:
```
15
Properties=species:S:1:pos:R:3:nbo_charge:R:1
C 0.841 1.580 0.774 -0.7405
S 1.237 0.333 -0.467 0.1800
C 2.094 -0.842 0.585 -0.7462
H 1.748 2.056 1.150 0.2136
H 0.357 1.104 1.613 0.2163
H 0.184 2.320 0.339 0.2339
H 2.091 -1.795 0.055 0.2329
H 3.107 -0.534 0.765 0.2167
H 1.517 -0.979 1.499 0.2188
C -2.483 -0.461 -1.284 -0.2490
O -1.896 -0.932 -0.072 -0.7515
H -2.962 0.512 -1.111 0.1626
H -1.725 -0.336 -2.061 0.1666
H -3.181 -1.211 -1.631 0.1739
H -0.929 -0.815 -0.153 0.4720
```

The highest E belongs to which entry?
C3H10OS

What is the E in the fifth record?
-16155.3368 eV

Among the records above, which one has the lowest E?
C18H19CrN9SSe